# 1
C6H4Cl2F12NaO12S4 as an isolated structure. Source: the OMol25 dataset; level of theory: wB97M-V/def2-TZVPD.

Positions of all 41 atoms, in Å:
Na -17.90755 24.50871 22.39112
C -15.82750 20.41220 23.74941
F -14.89740 20.59105 22.80091
F -15.77316 19.09769 24.07813
F -15.46178 21.07221 24.85464
S -17.54432 20.85290 23.17357
O -18.33035 20.65288 24.35717
O -17.35744 22.23108 22.73618
O -17.75762 19.89969 22.11434
C -22.82263 24.31358 21.55438
F -23.78551 23.54499 21.02868
F -22.33478 25.04087 20.52952
F -23.44528 25.19359 22.37278
S -21.40913 23.37957 22.36435
O -21.95704 22.91168 23.60265
O -21.17425 22.37303 21.36296
O -20.41182 24.43153 22.44550
C -15.67840 23.24720 18.89636
F -15.17200 22.77259 17.74122
F -15.14587 22.51750 19.87706
F -15.22343 24.51243 19.04226
S -17.54504 23.17536 18.92524
O -17.91423 23.58184 17.57659
O -17.78554 21.78757 19.18096
O -17.86824 24.12393 19.97710
C -19.09533 25.40269 27.01205
F -19.85825 26.15834 26.22000
F -17.95742 26.13717 27.20379
F -19.67580 25.32287 28.21321
S -18.66408 23.72781 26.28186
O -17.40982 23.42810 26.95395
O -19.76172 22.89637 26.68208
O -18.54116 24.05411 24.87393
Cl -14.84816 28.35830 25.03231
C -15.26959 26.68600 25.53586
C -16.28262 25.99935 24.62516
Cl -15.88218 26.15902 22.89552
H -15.70633 26.73426 26.52531
H -14.33649 26.12986 25.54358
H -17.27059 26.38122 24.85430
H -16.24554 24.93495 24.85031

Output
- ΔE to the lowest compared entry with this formula, charge and spin: 0.000 eV
- Gap between HOMO and LUMO: 6.42 eV
- Charge: -3
- E_HOMO: -1.2689 eV

These are the natural (NBO) partial charges, in e, on atoms 1 to 5: 0.920, 0.665, -0.341, -0.360, -0.337

=====

# 2
C20H22AlN9OPS as an isolated structure. Source: the OMol25 dataset; level of theory: wB97M-V/def2-TZVPD.

Positions of all 55 atoms, in Å:
Al 0.00158 0.98664 -0.56047
C -3.59761 -1.40795 2.73744
N -3.03506 -0.44263 1.80244
C -3.75734 0.46744 1.07617
C -2.85636 1.20001 0.36570
N -1.59946 0.75621 0.66055
C -1.73003 -0.24443 1.52043
P -0.32953 -1.10034 2.31300
C 0.68193 0.39305 2.52504
N 1.02998 1.19778 1.53157
C 1.76150 2.20420 2.09317
C 1.86040 1.99249 3.43838
N 1.16813 0.84422 3.70511
C 0.98391 0.24372 5.01794
C 0.53362 -1.64515 0.80706
N 0.83449 -0.85978 -0.21905
C 1.63879 -1.58466 -1.05109
C 1.81553 -2.82794 -0.52044
N 1.11593 -2.85464 0.65360
C 1.05048 -3.98102 1.57608
H -4.61449 -1.63556 2.43039
H -3.01338 -2.32390 2.71880
H -3.60867 -1.00302 3.74796
H -4.83062 0.51384 1.13016
H -3.02464 1.99856 -0.33616
H 2.17536 3.00541 1.50627
H 2.35387 2.55033 4.21464
H 1.47867 0.87098 5.75353
H -0.07407 0.18251 5.26582
H 1.42460 -0.75086 5.04957
H 2.02215 -1.18025 -1.96931
H 2.36774 -3.68020 -0.87467
H 1.55865 -4.82508 1.11969
H 1.54352 -3.73589 2.51470
H 0.01506 -4.25400 1.76637
N 2.45332 4.38427 -0.51078
C 1.69341 3.33491 -0.95055
S 0.00495 3.33049 -0.47940
N 2.27434 2.39699 -1.62650
N 1.35226 1.40324 -1.95676
C 1.32420 1.05531 -3.19178
C 0.30530 0.22125 -3.77645
C 0.43594 -0.14360 -5.12586
C -0.56256 -0.82613 -5.77901
C -1.73493 -1.13104 -5.08304
C -1.89646 -0.77130 -3.76269
C -0.87989 -0.09608 -3.07213
O -1.05016 0.19580 -1.79900
H 1.95796 5.23201 -0.29133
H 3.34125 4.49988 -0.97611
H 2.08693 1.47800 -3.84378
H 1.34284 0.13046 -5.65252
H -0.45082 -1.10679 -6.81652
H -2.53560 -1.65444 -5.59020
H -2.80697 -1.00336 -3.22596

Output
- ΔE to the lowest compared entry with this formula, charge and spin: 0.000 eV
- Gap between HOMO and LUMO: 7.68 eV
- Charge: +1
- E_HOMO: -10.1861 eV

These are the natural (NBO) partial charges, in e, on atoms 1 to 5: 1.784, -0.407, -0.308, -0.060, -0.024

=====

# 3
C46H44Cl4N4O5W as an isolated structure. Source: the OMol25 dataset; level of theory: wB97M-V/def2-TZVPD.

Positions of all 104 atoms, in Å:
W 0.86189 -0.06514 0.71804
C -1.90280 -2.38542 -4.55574
O -1.67337 -1.05423 -4.12043
C -2.56294 -0.09676 -4.47148
C -3.63340 -0.30194 -5.33449
C -4.46978 0.75425 -5.67571
C -4.25570 2.01737 -5.15285
C -3.21072 2.21422 -4.26173
C -2.36329 1.17515 -3.90988
N -1.28482 1.44148 -3.02525
C -0.97491 0.71902 -1.91000
N -1.93318 -0.12710 -1.51362
C -1.74226 -1.29419 -0.76199
C -0.70427 -1.47089 0.12502
C -0.69717 -2.68097 0.84810
C -1.67157 -3.63725 0.68330
C -2.71611 -3.44104 -0.22584
C -2.74229 -2.27161 -0.94793
O -3.69475 -1.94834 -1.88544
C -4.82824 -2.79295 -1.97787
N 0.16845 0.86063 -1.26605
C 1.08334 1.79295 -1.89635
C 0.84537 3.16404 -1.77861
C 1.68284 4.11097 -2.33442
C 2.80480 3.68432 -3.03658
C 3.04500 2.33502 -3.18193
C 2.19360 1.37275 -2.63379
O 2.61192 0.10073 -2.85310
C 1.72319 -1.00642 -2.82827
H -1.10617 -2.98265 -4.12101
H -1.86275 -2.45706 -5.64444
H -2.86617 -2.74962 -4.19284
H -3.80063 -1.27671 -5.76707
H -5.28967 0.57907 -6.35958
H -4.90294 2.84128 -5.41892
H -3.04136 3.18763 -3.81776
H -0.68465 2.22466 -3.23608
H -2.77979 -0.12764 -2.06387
H 0.09245 -2.86853 1.56224
H -1.63570 -4.54778 1.26730
H -3.47926 -4.19465 -0.35368
H -5.50017 -2.32577 -2.69287
H -5.32614 -2.88529 -1.01043
H -4.55092 -3.78698 -2.33755
H -0.01804 3.48038 -1.20977
H 1.46955 5.16328 -2.20522
H 3.49052 4.40148 -3.46863
H 3.91091 1.97225 -3.71958
H 2.26802 -1.81951 -3.30438
H 0.81663 -0.79645 -3.39502
H 1.45743 -1.31043 -1.81522
Cl 7.38472 -1.13803 -1.30601
C 5.77836 -1.37145 -0.72389
C 5.34945 -2.64533 -0.34305
Cl 6.41924 -3.99310 -0.45203
C 4.05125 -2.83392 0.13309
Cl 3.46043 -4.38170 0.61014
C 3.20074 -1.74568 0.20191
O 1.94534 -1.76637 0.64709
C 3.62208 -0.48262 -0.18039
O 2.67960 0.44433 -0.05581
C 4.91287 -0.27951 -0.63628
Cl 5.40666 1.31725 -1.04786
C 3.11231 -0.14754 3.24566
C 2.44539 -1.18508 4.14495
C 2.60630 -2.60629 3.59479
C 1.00443 -0.91775 4.55443
C 0.70211 -1.20134 5.88341
C -0.57412 -1.05142 6.39040
C -1.56674 -0.57191 5.55769
C -1.32746 -0.25697 4.22136
C -2.50456 0.41957 3.52672
C -2.81787 0.05612 2.08181
C -2.37683 1.93755 3.71797
C -0.02816 -0.46817 3.70954
N 0.26565 -0.23276 2.36863
H 4.19177 -0.31175 3.25852
H 2.91479 0.87021 3.58512
H 2.79458 -0.22253 2.20128
H 2.99664 -1.15178 5.08709
H 2.13211 -2.70422 2.61942
H 2.15405 -3.33646 4.26808
H 3.66427 -2.85503 3.48235
H 1.49568 -1.55825 6.52819
H -0.78964 -1.29168 7.42354
H -2.56443 -0.41645 5.95081
H -3.37622 0.09551 4.10047
H -2.07783 0.44104 1.38299
H -3.78460 0.48995 1.81395
H -2.87634 -1.02462 1.94629
H -1.43509 2.30094 3.30651
H -2.39917 2.19761 4.77733
H -3.19586 2.46041 3.21757
C 0.96660 4.78672 1.92230
C 2.13422 4.03543 1.89686
C 2.10486 2.69631 1.52565
C 0.90988 2.07277 1.16400
C -0.24869 2.84096 1.20346
C -0.23087 4.17834 1.57619
H 0.98879 5.82966 2.21151
H 3.08123 4.49208 2.15801
H 3.03889 2.15322 1.49782
H -1.20341 2.40340 0.92480
H -1.15741 4.74067 1.59491

Output
- ΔE to the lowest compared entry with this formula, charge and spin: 0.081 eV
- Gap between HOMO and LUMO: 7.55 eV
- E_HOMO: -7.8097 eV

These are the Löwdin partial charges, in e, on atoms 1 to 5: 1.780, -0.048, -0.087, -0.231, -0.008

=====

# 4
C12H19Br3Cl6O4 as an isolated structure. Source: the OMol25 dataset; level of theory: wB97M-V/def2-TZVPD.

Positions of all 44 atoms, in Å:
O -5.74279 -10.40050 9.51631
C -5.92233 -10.22366 8.33853
O -6.18382 -8.99298 7.86436
C -6.48728 -9.03131 6.44635
C -5.96168 -10.38944 5.92960
C -5.73034 -11.19240 7.22207
H -6.06710 -8.20400 5.88494
H -7.57725 -9.01849 6.44978
H -5.06203 -10.28498 5.33135
H -6.76096 -10.83089 5.33744
H -4.75670 -11.67802 7.26832
H -6.41650 -12.03311 7.35608
O -4.07465 -7.78800 11.14805
C -3.18295 -7.71035 10.37911
O -1.99682 -7.11483 10.69526
C -1.13383 -7.18588 9.54067
C -2.05035 -7.25356 8.35691
C -3.15775 -8.12924 8.91225
H -0.48749 -8.04973 9.70985
H -0.47862 -6.31538 9.47974
H -1.52636 -7.67235 7.49270
H -2.35639 -6.26924 8.00230
H -2.90486 -9.19157 8.84872
H -4.11600 -8.05699 8.40162
C -9.20614 -9.43293 15.97831
Cl -10.86651 -8.85060 16.01681
Cl -8.20103 -8.76990 17.26961
H -9.13583 -10.51442 16.02358
H -8.77147 -9.10167 15.03756
C -6.15704 -14.98763 15.16166
Cl -4.65556 -14.40607 14.37863
Cl -7.08988 -16.12697 14.17676
H -5.79728 -15.46855 16.05932
H -6.79446 -14.12317 15.28385
C -8.53419 -7.80793 9.53638
Cl -8.41564 -6.10052 10.00040
Cl -10.12628 -8.56542 9.88481
H -8.38061 -7.83221 8.46574
H -7.74117 -8.37966 10.00398
C -6.07606 -10.00099 13.15581
Br -7.45856 -8.67392 12.87271
Br -6.72624 -11.70734 13.64828
Br -4.89017 -9.25100 14.52368
H -5.46331 -10.02816 12.26350

Output
- ΔE to the lowest compared entry with this formula, charge and spin: 0.394 eV
- Gap between HOMO and LUMO: 9.97 eV
- E_HOMO: -9.7779 eV

These are the natural (NBO) partial charges, in e, on atoms 1 to 5: -0.571, 0.792, -0.504, -0.072, -0.434

=====

# 5
A 3-piece molecular cluster, C6H14NS overall. Source: the OMol25 dataset; level of theory: wB97M-V/def2-TZVPD.

Positions of all 22 atoms, in Å:
C -0.63677 1.02418 1.55615
N 0.36829 0.21972 1.30726
C 0.48185 -0.21181 -0.08808
C 1.42162 -1.41039 -0.21015
S 1.41090 -2.16198 -1.87669
C 0.94661 0.98608 -0.80724
C -1.78900 1.36899 0.82883
C -2.65932 2.51077 1.26235
H -0.40157 2.48547 -0.05832
H -0.64345 1.51199 2.54323
H -2.23124 -2.25675 0.25311
H -0.47679 -0.53943 -0.52956
H 1.13998 -2.13627 0.55659
H 2.43857 -1.08154 0.04560
H 0.16190 1.79241 -0.36740
H 0.75506 0.95197 -1.87815
H 1.94890 1.29304 -0.50945
H -1.59255 -2.61866 0.08545
H -2.00529 0.85922 -0.10325
H -2.42333 3.43183 0.73323
H -3.71904 2.32388 1.07168
H -2.56118 2.67020 2.34337

Output
- ΔE to the lowest compared entry with this formula, charge and spin: 5.802 eV
- Gap between HOMO and LUMO: 4.68 eV
- Charge: -1
- E_HOMO: -2.3667 eV

These are the natural (NBO) partial charges, in e, on atoms 1 to 5: 0.000, -0.454, -0.151, -0.500, -0.732

=====

# 6
C7H12B3F5O6 as an isolated structure. Source: the OMol25 dataset; level of theory: wB97M-V/def2-TZVPD.

Positions of all 33 atoms, in Å:
O 6.12554 -0.01933 -0.28844
C 5.24930 0.31698 -0.96390
O 5.00299 1.65810 -1.22119
C 3.72739 1.98584 -0.65730
C 2.71359 2.41183 -1.75654
B 1.39622 2.87492 -1.02175
O 1.36508 3.70289 0.10527
B 0.77271 2.93854 1.07614
O 0.46213 1.59571 0.74936
B -0.24839 1.56834 -0.43629
C -1.53588 0.63143 -0.69100
F -2.11241 0.94524 -1.85326
F -2.45973 0.91757 0.26167
C -1.24796 -0.87643 -0.66372
F -0.91897 -1.27789 0.53019
F -0.23448 -1.15700 -1.44434
F -2.31920 -1.52177 -1.04444
O 0.13271 2.40421 -1.44360
H 4.54035 -0.37152 -1.45598
H 3.79951 2.73203 0.13629
H 3.27537 1.10327 -0.17826
H 3.13826 3.15607 -2.43292
H 2.45451 1.49358 -2.29268
H 0.49151 3.34791 2.14773
C -4.57855 -3.15308 1.87398
C -3.09893 -3.48874 1.90788
O -2.73444 -4.28715 0.78525
H -5.17576 -4.06590 1.87023
H -4.86401 -2.54925 2.73729
H -4.82799 -2.60098 0.96423
H -2.85642 -4.05641 2.80542
H -2.49573 -2.57667 1.90462
H -2.93834 -3.78232 -0.00995

Output
- Gap between HOMO and LUMO: 10.52 eV
- E_HOMO: -10.2426 eV

These are the natural (NBO) partial charges, in e, on atoms 1 to 5: -0.498, 0.656, -0.544, -0.063, -0.816